This record from the OMol25 dataset describes a 12-piece molecular cluster, C49H131N9O17 overall at a distorted geometry. The level of theory is the ωB97M-V functional and the def2-TZVPD basis.

The geometry in XYZ format:
```
206
Properties=species:S:1:pos:R:3:lowdin_charge:R:1
C -1.565 -1.436 -0.238 -0.14
O -0.270 -1.851 -0.148 -0.20
C 0.759 -0.877 0.159 -0.18
C 1.241 -0.678 1.621 -0.41
C 2.408 0.286 1.822 -0.06
N 1.608 -2.019 2.087 0.02
H -2.195 -2.314 -0.380 0.09
H -1.726 -0.717 -1.042 0.09
H -1.758 -0.956 0.721 0.09
H 1.624 -0.953 -0.500 0.12
H 0.407 0.115 -0.126 0.11
H 0.377 -0.385 2.217 0.13
H 3.397 0.047 1.431 0.08
H 2.567 0.406 2.893 0.08
H 2.232 1.305 1.476 0.07
H 2.487 -2.394 1.763 0.07
H 0.895 -2.726 1.973 0.06
C -3.922 4.210 -1.318 -0.12
O -4.475 5.472 -1.636 -0.20
C -5.918 5.531 -1.573 -0.17
C -6.314 7.005 -1.342 -0.51
C -7.730 7.215 -1.122 -0.09
N -6.057 7.605 -2.595 0.03
H -4.170 3.865 -0.314 0.08
H -2.844 4.363 -1.364 0.09
H -4.239 3.435 -2.016 0.08
H -6.340 5.162 -2.507 0.13
H -6.227 4.969 -0.691 0.12
H -5.701 7.436 -0.551 0.15
H -8.343 6.845 -1.944 0.09
H -8.121 8.213 -0.924 0.09
H -8.035 6.653 -0.239 0.08
H -6.105 8.563 -2.277 0.08
H -5.071 7.574 -2.809 0.08
C 7.750 -5.531 -0.309 -0.10
O 8.681 -5.293 0.765 -0.20
C 9.844 -6.173 0.565 -0.22
C 10.823 -5.901 1.648 -0.47
C 12.046 -6.811 1.688 -0.06
N 10.134 -6.179 2.868 0.03
H 7.375 -6.554 -0.331 0.09
H 8.230 -5.186 -1.225 0.09
H 6.857 -4.946 -0.086 0.08
H 9.679 -7.250 0.521 0.12
H 10.201 -6.017 -0.453 0.12
H 11.003 -4.830 1.558 0.15
H 11.843 -7.877 1.791 0.08
H 12.744 -6.475 2.455 0.08
H 12.584 -6.724 0.744 0.07
H 9.197 -5.807 2.800 0.06
H 9.936 -7.165 2.964 0.07
C -4.311 -4.737 3.063 -0.11
O -3.323 -5.728 3.276 -0.18
C -3.442 -6.889 2.436 -0.20
C -2.297 -7.816 2.782 -0.41
C -0.894 -7.346 2.346 -0.08
N -2.296 -9.092 2.048 0.02
H -4.170 -3.878 3.719 0.08
H -5.253 -5.210 3.342 0.09
H -4.309 -4.267 2.079 0.08
H -4.312 -7.512 2.645 0.12
H -3.613 -6.710 1.375 0.13
H -2.316 -8.109 3.831 0.14
H -0.838 -7.065 1.294 0.09
H -0.020 -7.954 2.579 0.08
H -0.732 -6.551 3.074 0.07
H -1.552 -8.911 1.388 0.04
H -3.051 -9.229 1.392 0.06
C 1.654 4.064 11.735 -0.15
O 2.611 3.111 11.372 -0.18
C 2.510 1.797 11.988 -0.19
C 3.306 0.717 11.214 -0.23
N 2.526 0.382 10.025 -0.05
C 3.369 -0.608 9.323 -0.19
C 2.523 -1.328 8.222 -0.21
O 1.653 -2.322 8.802 -0.19
C 0.519 -2.684 8.008 -0.11
H 1.472 4.090 12.809 0.07
H 0.637 3.790 11.457 0.08
H 1.769 5.122 11.501 0.09
H 1.463 1.493 11.990 0.11
H 2.782 1.849 13.042 0.11
H 3.337 -0.093 11.943 0.12
H 4.295 1.109 10.976 0.12
H 1.764 -0.108 10.471 0.10
H 3.698 -1.423 9.969 0.11
H 4.256 -0.092 8.956 0.12
H 3.256 -1.660 7.488 0.11
H 1.937 -0.723 7.530 0.11
H 0.656 -3.480 7.276 0.08
H -0.055 -1.907 7.504 0.08
H -0.152 -3.006 8.804 0.08
C 0.425 6.164 4.132 -0.08
O -0.052 6.461 5.458 -0.18
C -0.637 5.432 6.170 -0.26
C -0.311 5.671 7.635 -0.21
N -0.711 6.910 8.248 -0.07
C -2.046 7.467 8.040 -0.22
C -2.147 8.870 8.539 -0.18
O -1.650 8.969 9.967 -0.19
C -2.085 10.141 10.647 -0.13
H -0.299 5.697 3.465 0.08
H 1.389 5.657 4.100 0.08
H 0.530 7.149 3.678 0.08
H -0.373 4.417 5.873 0.12
H -1.720 5.456 6.046 0.11
H 0.766 5.652 7.802 0.12
H -0.774 4.896 8.245 0.11
H -0.113 7.519 8.789 0.11
H -2.843 6.860 8.470 0.12
H -2.152 7.550 6.958 0.11
H -3.075 9.410 8.351 0.11
H -1.599 9.507 7.844 0.12
H -1.484 10.303 11.542 0.09
H -3.155 10.089 10.848 0.08
H -2.139 11.064 10.071 0.07
C 5.589 3.833 5.205 -0.16
O 6.240 3.429 4.101 -0.16
C 7.414 4.064 3.662 -0.23
C 7.929 3.492 2.325 -0.20
N 6.953 3.490 1.206 -0.03
C 6.834 4.942 0.781 -0.18
C 5.843 5.136 -0.393 -0.18
O 4.626 4.394 -0.045 -0.21
C 3.730 4.190 -1.129 -0.12
H 5.448 2.965 5.849 0.09
H 4.531 4.071 5.098 0.08
H 5.974 4.666 5.792 0.09
H 8.218 4.060 4.398 0.12
H 7.246 5.138 3.586 0.11
H 8.226 2.453 2.468 0.11
H 8.867 4.027 2.182 0.11
H 6.015 3.205 1.451 0.09
H 7.755 5.455 0.501 0.12
H 6.376 5.428 1.642 0.10
H 6.251 4.674 -1.292 0.11
H 5.571 6.131 -0.746 0.12
H 3.526 5.101 -1.691 0.08
H 2.780 3.834 -0.731 0.08
H 3.979 3.400 -1.837 0.08
C -3.053 -1.966 -8.268 -0.05
O -2.528 -3.373 -8.240 -0.19
C -2.779 -4.132 -9.391 -0.23
C -2.361 -3.378 -10.773 -0.17
N -2.273 -4.237 -11.997 -0.07
C -3.436 -5.120 -12.173 -0.21
C -3.177 -5.914 -13.483 -0.19
O -2.882 -4.920 -14.493 -0.21
C -2.499 -5.437 -15.724 -0.13
H -3.370 -1.687 -7.263 0.08
H -3.802 -1.725 -9.023 0.08
H -2.178 -1.330 -8.404 0.08
H -3.832 -4.369 -9.543 0.10
H -2.294 -5.107 -9.338 0.12
H -1.340 -3.073 -10.548 0.10
H -2.789 -2.384 -10.905 0.09
H -2.280 -3.745 -12.879 0.09
H -4.350 -4.532 -12.267 0.12
H -3.460 -5.800 -11.321 0.11
H -3.926 -6.667 -13.727 0.11
H -2.341 -6.590 -13.303 0.11
H -3.404 -5.798 -16.213 0.09
H -1.796 -6.269 -15.675 0.08
H -1.923 -4.674 -16.246 0.09
C -8.077 0.568 -10.245 -0.13
O -7.765 -0.686 -9.712 -0.21
C -8.770 -1.724 -9.529 -0.16
C -9.881 -1.270 -8.505 -0.21
N -9.585 -1.389 -7.079 -0.07
C -9.103 -0.058 -6.557 -0.17
C -8.854 -0.033 -5.018 -0.22
O -7.713 -0.656 -4.461 -0.15
C -7.668 -2.002 -4.725 -0.17
H -8.867 0.490 -10.992 0.09
H -7.144 0.840 -10.739 0.09
H -8.270 1.354 -9.515 0.08
H -8.235 -2.593 -9.148 0.11
H -9.250 -2.156 -10.408 0.11
H -10.713 -1.968 -8.597 0.11
H -10.269 -0.288 -8.777 0.10
H -10.396 -1.538 -6.496 0.10
H -9.821 0.699 -6.874 0.11
H -8.113 0.125 -6.975 0.12
H -9.727 -0.390 -4.472 0.11
H -8.992 1.009 -4.730 0.12
H -8.567 -2.555 -4.452 0.08
H -7.030 -2.608 -4.082 0.09
H -7.533 -2.299 -5.765 0.08
C -0.631 -4.746 -3.893 -0.17
O 0.192 -5.229 -2.832 -0.12
H -0.590 -3.679 -4.113 0.07
H -0.267 -5.123 -4.849 0.08
H -1.688 -4.912 -3.685 0.07
H -0.117 -4.865 -1.999 0.06
C 8.410 -0.523 -0.953 -0.21
O 8.073 0.501 -1.802 -0.10
H 7.915 -0.494 0.018 0.08
H 8.359 -1.487 -1.458 0.08
H 9.469 -0.579 -0.705 0.07
H 7.915 1.346 -1.375 0.07
C 3.889 -0.752 -5.156 -0.19
O 4.909 0.168 -5.305 -0.12
H 2.973 -0.173 -5.041 0.07
H 3.878 -1.467 -5.978 0.08
H 4.016 -1.317 -4.233 0.08
H 5.187 0.461 -4.434 0.08
```

Values from the calculation:
LUMO energy: 0.14 eV
SMILES: COC[C@H](C)N.COC[C@H](C)N.COC[C@H](C)N.COC[C@H](C)N.COCCNCCOC.COCCNCCOC.COCCNCCOC.COCCNCCOC.COCCNCCOC.CO.CO.CO
charge: 0
HOMO level: -0.2879 hartree
frontier orbital gap: 7.976 eV

This record from the OMol25 dataset describes C49H29CoN9 as an isolated structure. The level of theory is the ωB97M-V functional and the def2-TZVPD basis.

The geometry in XYZ format:
```
88
Properties=species:S:1:pos:R:3:lowdin_charge:R:1
Co 0.403 0.371 -0.457 0.50
C -6.106 -0.466 -0.157 -0.14
C -5.823 -0.907 1.167 -0.13
C -4.535 -1.009 1.626 -0.04
C -3.476 -0.647 0.764 -0.14
C -2.073 -0.629 0.879 -0.21
N -0.592 -2.458 1.632 0.01
C 0.723 -2.424 1.223 -0.21
C 1.714 -3.429 1.574 -0.08
C 1.686 -4.677 2.208 -0.04
C 2.878 -5.341 2.422 -0.13
C 4.104 -4.772 2.023 -0.13
C 4.148 -3.540 1.409 -0.04
C 2.943 -2.862 1.185 -0.12
C 2.646 -1.590 0.614 -0.31
N 3.590 -0.727 0.286 0.19
C 3.417 0.427 -0.292 -0.29
N 2.240 0.923 -0.875 0.11
C 2.577 1.949 -1.652 -0.27
N 1.838 2.580 -2.595 0.18
C 0.633 2.149 -2.853 -0.30
N -0.122 1.250 -2.190 0.10
C -1.350 1.165 -2.822 -0.31
N -2.428 0.610 -2.410 0.20
C -2.510 0.048 -1.160 -0.29
N -1.505 -0.207 -0.285 0.10
C -3.762 -0.235 -0.564 -0.15
C -5.087 -0.139 -1.018 -0.06
C -1.329 2.000 -4.038 -0.12
C -2.276 2.256 -5.015 -0.03
C -1.952 3.179 -6.003 -0.11
C -0.716 3.831 -6.002 -0.11
C 0.227 3.573 -5.012 -0.03
C -0.105 2.650 -4.037 -0.11
C 3.991 2.260 -1.508 -0.11
C 4.798 3.238 -2.076 -0.04
C 6.147 3.234 -1.765 -0.12
C 6.680 2.251 -0.913 -0.12
C 5.881 1.270 -0.357 -0.03
C 4.517 1.285 -0.656 -0.11
N 1.260 -1.388 0.610 0.15
H -7.138 -0.396 -0.481 0.08
H -6.648 -1.169 1.821 0.08
H -4.328 -1.349 2.636 0.10
H 0.754 -5.119 2.529 0.09
H 2.872 -6.311 2.907 0.08
H 5.026 -5.315 2.206 0.08
H 5.085 -3.090 1.103 0.10
H -5.286 0.198 -2.029 0.10
H -3.236 1.755 -4.990 0.11
H -2.669 3.403 -6.785 0.09
H -0.495 4.550 -6.782 0.08
H 1.186 4.075 -4.986 0.10
H 4.369 3.977 -2.742 0.10
H 6.803 3.990 -2.182 0.08
H 7.742 2.267 -0.689 0.08
H 6.288 0.508 0.296 0.10
C -3.659 3.566 -1.102 -0.08
C -4.047 2.881 0.040 -0.08
C -3.076 2.499 0.947 -0.03
C -1.734 2.782 0.680 -0.25
N -1.363 3.459 -0.413 0.15
C -2.309 3.834 -1.269 -0.16
C -0.678 2.375 1.651 -0.21
C -0.785 2.910 2.938 -0.08
C 0.153 2.606 3.914 -0.14
C 1.201 1.760 3.577 -0.13
C 1.272 1.213 2.302 -0.12
C 0.336 1.467 1.284 -0.09
H -4.374 3.866 -1.858 0.09
H -5.084 2.613 0.206 0.10
H -3.331 1.925 1.829 0.11
H -1.964 4.363 -2.155 0.10
H -1.607 3.584 3.168 0.10
H 0.071 3.029 4.910 0.08
H 1.958 1.509 4.316 0.08
H 2.091 0.529 2.103 0.07
C -1.419 -3.181 4.306 -0.11
C -1.267 -1.834 4.351 -0.08
C -1.491 -0.933 3.252 -0.03
C -1.344 -1.261 1.954 -0.13
C -1.277 -3.644 1.884 -0.09
C -1.681 -3.969 3.128 -0.11
H -1.392 -3.720 5.248 0.08
H -1.120 -1.384 5.329 0.09
H -1.894 0.050 3.478 0.12
H -1.446 -4.321 1.048 0.12
H -2.191 -4.919 3.256 0.09
```

Values from the calculation:
2S+1: 2
LUMO energy (spin up / spin down): 4.32 / 4.33 eV
charge: -2
HOMO level (spin up / spin down): -0.0242 / -0.0246 hartree
frontier orbital gap (spin up / spin down): 4.976 / 4.998 eV

This record from the OMol25 dataset describes C49H30N9PReS2 as an isolated structure. The level of theory is the ωB97M-V functional and the def2-TZVPD basis.

The geometry in XYZ format:
```
92
Properties=species:S:1:pos:R:3:lowdin_charge:R:1
Re 0.113 -0.977 -0.268 1.54
S 4.417 -7.269 -0.471 1.10
N 4.753 -5.803 0.099 -0.20
C 3.685 -5.053 -0.117 -0.30
C 3.561 -3.649 0.216 -0.06
C 4.585 -2.867 0.754 0.05
C 4.340 -1.533 0.992 0.01
C 3.081 -1.007 0.723 -0.09
N 2.091 -1.736 0.213 -0.06
C 2.333 -3.043 -0.052 -0.15
C 1.252 -3.766 -0.687 -0.14
N 0.134 -3.042 -0.922 -0.02
C -0.867 -3.624 -1.583 -0.06
C -0.803 -4.942 -2.022 0.01
C 0.314 -5.701 -1.749 0.05
C 1.375 -5.101 -1.066 -0.06
C 2.623 -5.757 -0.740 -0.30
N 2.912 -7.026 -0.982 -0.19
H 5.547 -3.315 0.967 0.14
H 5.105 -0.887 1.399 0.13
H 2.847 0.027 0.937 0.10
H -1.754 -3.028 -1.745 0.11
H -1.648 -5.355 -2.555 0.13
H 0.386 -6.738 -2.050 0.14
S -1.087 3.684 -6.032 1.08
N -1.802 3.541 -4.599 -0.20
C -1.157 2.587 -3.938 -0.30
C -1.457 2.151 -2.602 -0.08
C -2.559 2.707 -1.832 0.00
C -2.678 2.373 -0.551 -0.04
C -1.719 1.437 0.115 -0.37
N -0.842 0.659 -0.767 -0.17
C -0.671 1.177 -2.060 -0.17
C 0.364 0.548 -2.828 -0.13
N 0.991 -0.483 -2.215 -0.01
C 1.979 -1.105 -2.864 -0.08
C 2.384 -0.742 -4.138 -0.01
C 1.733 0.294 -4.783 0.05
C 0.697 0.952 -4.128 -0.07
C -0.092 2.019 -4.689 -0.30
N 0.045 2.549 -5.894 -0.20
H -3.254 3.378 -2.318 0.13
H -3.478 2.766 0.064 0.12
H -2.288 0.736 0.734 0.11
H 2.459 -1.924 -2.347 0.11
H 3.192 -1.277 -4.613 0.12
H 2.010 0.594 -5.786 0.14
C 2.706 4.412 -1.004 -0.04
C 1.377 4.733 -1.252 -0.04
C 0.367 4.100 -0.547 -0.08
C 0.690 3.129 0.403 -0.29
C 2.025 2.818 0.659 -0.07
C 3.031 3.463 -0.045 -0.05
P -0.599 2.273 1.305 1.15
C -1.553 3.402 2.302 -0.32
C -2.657 2.895 2.994 -0.08
C -3.440 3.746 3.751 -0.04
C -3.122 5.099 3.825 -0.04
C -2.022 5.601 3.147 -0.04
C -1.233 4.756 2.380 -0.06
C 0.062 0.943 2.300 -0.32
C 0.310 1.266 3.638 -0.07
C 0.792 0.315 4.516 -0.05
C 1.029 -0.963 4.035 -0.04
C 0.807 -1.263 2.700 -0.14
C 0.300 -0.344 1.767 -0.25
H 3.492 4.917 -1.550 0.12
H 1.128 5.488 -1.986 0.12
H -0.665 4.373 -0.725 0.11
H 2.274 2.090 1.421 0.09
H 4.067 3.236 0.164 0.11
H -2.897 1.838 2.956 0.12
H -4.295 3.359 4.289 0.12
H -3.735 5.762 4.420 0.12
H -1.774 6.651 3.215 0.12
H -0.371 5.150 1.857 0.11
H 0.114 2.270 3.994 0.11
H 0.975 0.566 5.551 0.12
H 1.400 -1.734 4.699 0.12
H 1.035 -2.275 2.382 0.10
N -6.625 -3.707 1.777 0.18
C -5.595 -3.286 1.495 -0.17
C -4.308 -2.757 1.143 -0.23
C -4.171 -1.903 0.053 -0.02
C -2.924 -1.396 -0.276 -0.15
C -1.764 -1.698 0.465 -0.28
C -1.937 -2.585 1.530 -0.09
C -3.177 -3.101 1.874 -0.01
H -5.038 -1.640 -0.538 0.13
H -2.871 -0.753 -1.148 0.10
H -1.093 -2.898 2.129 0.09
H -3.266 -3.777 2.714 0.13
```

Values from the calculation:
2S+1: 2
LUMO energy (spin up / spin down): -6.24 / -6.26 eV
charge: +2
HOMO level (spin up / spin down): -0.4749 / -0.4714 hartree
frontier orbital gap (spin up / spin down): 6.685 / 6.563 eV